(1)
This record from the OMol25 dataset describes a 2-piece molecular cluster, C2H6NO2 overall at a distorted geometry. The level of theory is ωB97M-V/def2-TZVPD.

Computed properties:
energy above the lowest of the compared OMol25 structures with the same formula, charge and spin	1.035	eV
LUMO level	-5.03	eV
Kohn-Sham gap	10.8	eV
charge	+1

The geometry in XYZ format:
```
11
C2H6NO2 (ωB97M-V/def2-TZVPD)
C -1.04483 1.49990 -1.10987
N -1.61145 0.60814 -0.39959
H 0.01158 1.26933 -1.23489
H -1.49323 2.41552 -1.46748
H -2.61202 0.48827 -0.45027
H -1.00991 -0.16886 0.05137
O 0.04109 -0.53987 1.25175
C 1.11393 -0.88509 0.85030
O 1.47442 -0.65618 -0.38834
H 1.79556 -1.38945 1.53803
H 2.23689 -1.15633 -0.74728
```

Electronic structure analysis, Mulliken charges in units of e:
1. C -0.054
2. N -0.098
3. H 0.212
4. H 0.302
5. H 0.272
6. H 0.335
7. O -0.563
8. C 0.251
9. O -0.435
10. H 0.405
11. H 0.373

(2)
This record from the OMol25 dataset describes a 2-piece molecular cluster, C34H50Br2N2O5SSi overall at a distorted geometry. The level of theory is ωB97M-V/def2-TZVPD.

Computed properties:
structure (SMILES)	CC(=O)OCCCCc1cccc2c1Sc1cc(CCO[Si](C)(C)C)cc(CCCCN)c1N2[C@@H](Br)[C@H](C)Br.O=C1CCCO1
LUMO level	0.41	eV
Kohn-Sham gap	8.6	eV
charge	0

The geometry in XYZ format:
```
95
C34H50Br2N2O5SSi (ωB97M-V/def2-TZVPD)
C 5.92540 1.54819 3.97781
C 6.60607 0.74539 2.86443
O 6.92553 1.32241 1.84188
O 6.83745 -0.59281 3.06041
C 6.03393 -1.40102 2.16784
C 4.58618 -1.42896 2.71377
C 3.78271 -2.70152 2.33062
C 2.76517 -3.05163 3.45553
C 1.29313 -3.13378 3.03116
C 0.63451 -4.30631 3.35902
C -0.68787 -4.47646 3.01179
C -1.35107 -3.47704 2.34982
C -0.75764 -2.28196 2.01218
C 0.58183 -2.14377 2.36101
S 1.39361 -0.62284 1.89223
C 0.54710 -0.26388 0.36058
C 1.22132 0.33340 -0.67347
C 0.58621 0.58853 -1.86500
C 1.27459 1.21001 -3.05593
C 0.58589 2.52410 -3.51890
O 0.43802 3.41784 -2.42406
Si 1.64987 4.57041 -2.27496
C 3.39409 3.80912 -2.22578
C 1.39888 5.40591 -0.60273
C 1.66032 5.78449 -3.72301
C -0.75324 0.24500 -1.96331
C -1.44600 -0.35334 -0.94100
C -2.91705 -0.69981 -1.17936
C -3.74791 0.43246 -1.84561
C -4.50254 1.36393 -0.86611
C -4.34574 2.87409 -1.20131
N -3.21396 3.54618 -0.56136
C -0.77881 -0.63655 0.26526
N -1.51450 -1.29640 1.30957
C -2.33854 -0.39295 2.16903
Br -2.17658 -0.76435 4.10705
C -2.15813 1.12850 1.93149
C -0.86461 1.76754 2.46993
Br -3.65810 1.99352 2.93150
H 4.88810 1.71762 3.67168
H 5.95899 1.02056 4.93671
H 6.46688 2.49131 4.08064
H 6.03757 -0.90998 1.18473
H 6.46878 -2.39458 2.03560
H 4.66179 -1.32360 3.80469
H 4.10491 -0.50869 2.36218
H 4.50832 -3.49907 2.13556
H 3.28056 -2.47121 1.38434
H 2.82866 -2.34973 4.29665
H 3.05276 -4.03453 3.84601
H 1.14329 -5.12146 3.86788
H -1.23106 -5.39336 3.22763
H -2.40160 -3.58136 2.07459
H 2.27248 0.60333 -0.57284
H 2.35489 1.32007 -2.92433
H 1.14195 0.50482 -3.89488
H 1.21956 2.93397 -4.32287
H -0.39639 2.22937 -3.90568
H 4.17083 4.57204 -2.12778
H 3.53260 3.28582 -3.18384
H 3.39889 3.07074 -1.41523
H 1.51681 4.61210 0.14936
H 2.13714 6.19730 -0.44919
H 0.36128 5.75307 -0.52657
H 0.70296 5.87291 -4.24615
H 2.03455 6.74971 -3.35830
H 2.40200 5.44220 -4.46120
H -1.24822 0.47153 -2.90579
H -3.37524 -0.94249 -0.21533
H -3.01778 -1.59199 -1.83474
H -4.49917 -0.06902 -2.47120
H -3.16416 1.04492 -2.54290
H -4.15715 1.20708 0.16062
H -5.57803 1.13867 -0.85545
H -4.24004 3.03923 -2.28395
H -5.27476 3.36146 -0.88052
H -2.38759 2.96330 -0.51912
H -3.44714 3.92113 0.34713
H -3.38901 -0.61664 1.95066
H -2.35049 1.42341 0.90323
H -1.12473 2.68920 2.99966
H -0.22185 2.08486 1.63867
H -0.30904 1.14219 3.16761
O -3.76637 -2.68583 -3.92126
C -4.09716 -3.62782 -3.25885
C -3.38062 -4.96091 -3.19679
C -4.42935 -5.85883 -2.54890
C -5.21074 -4.87078 -1.69756
O -5.15806 -3.62725 -2.41831
H -2.49150 -4.85531 -2.57270
H -3.10986 -5.30321 -4.19166
H -4.01234 -6.68488 -1.97536
H -5.07865 -6.27922 -3.31898
H -4.75891 -4.72078 -0.71422
H -6.24905 -5.16703 -1.56535
```

Electronic structure analysis, Mulliken charges in units of e:
1. C -0.855
2. C 0.753
3. O -0.549
4. O -0.428
5. C -0.780
6. C -0.038
7. C -0.645
8. C -1.034
9. C 0.431
10. C -0.771
11. C -1.162
12. C -0.573
13. C -2.177
14. C 1.827
15. S -0.312
16. C 1.343
17. C -1.091
18. C 0.369
19. C -1.357
20. C -0.497
21. O -0.334
22. Si 0.498
23. C -0.981
24. C -0.986
25. C -1.128
26. C -0.483
27. C 0.076
28. C 0.151
29. C -0.708
30. C 0.198
31. C -1.081
32. N -0.389
33. C -0.681
34. N 1.299
35. C -0.663
36. Br -0.066
37. C 0.801
38. C -0.862
39. Br -0.067
40. H 0.163
41. H 0.323
42. H 0.352
43. H 0.339
44. H 0.408
45. H 0.317
46. H 0.063
47. H 0.547
48. H 0.331
49. H 0.430
50. H 0.333
51. H 0.357
52. H 0.381
53. H 0.505
54. H 0.471
55. H 0.488
56. H 0.378
57. H 0.370
58. H 0.555
59. H 0.425
60. H 0.299
61. H 0.158
62. H 0.204
63. H 0.354
64. H 0.312
65. H 0.307
66. H 0.333
67. H 0.331
68. H 0.687
69. H 0.062
70. H -0.448
71. H 0.357
72. H 0.325
73. H -0.131
74. H 0.455
75. H 0.318
76. H 0.389
77. H 0.079
78. H 0.293
79. H 0.747
80. H -0.854
81. H 0.535
82. H 0.120
83. H 0.102
84. O -0.583
85. C 0.657
86. C -0.472
87. C -0.502
88. C -0.341
89. O -0.348
90. H 0.249
91. H 0.313
92. H 0.332
93. H 0.272
94. H 0.201
95. H 0.300

(3)
This record from the OMol25 dataset describes a 2-piece molecular cluster, Br5HSi2 overall at a distorted geometry. The level of theory is ωB97M-V/def2-TZVPD.

Computed properties:
energy above the lowest of the compared OMol25 structures with the same formula, charge and spin	3.987	eV
LUMO level (spin up / spin down)	-1.91 / -3.71	eV
Kohn-Sham gap (spin up / spin down)	8.6 / 4.6	eV
charge	0

The geometry in XYZ format:
```
8
Br5HSi2 (ωB97M-V/def2-TZVPD)
Si 0.74334 0.05200 1.33011
Si -1.05413 0.04898 -0.12976
Br 1.46232 2.09456 1.89106
Br 2.38947 -1.05945 -2.04916
Br -0.81585 0.52980 -2.29137
Br -1.67040 -2.06500 -0.28116
Br -2.90700 1.23149 0.24736
H 1.85224 -0.83238 1.28292
```

Electronic structure analysis, Mulliken charges in units of e:
1. Si 0.330
2. Si 0.553
3. Br -0.179
4. Br -0.032
5. Br -0.220
6. Br -0.195
7. Br -0.224
8. H -0.033

(4)
This record from the OMol25 dataset describes a 19-piece molecular cluster, H38O19 overall at a distorted geometry. The level of theory is ωB97M-V/def2-TZVPD.

Computed properties:
energy above the lowest of the compared OMol25 structures with the same formula, charge and spin	3.228	eV
LUMO level	-0.23	eV
Kohn-Sham gap	10.4	eV
charge	0

The geometry in XYZ format:
```
57
H38O19 (ωB97M-V/def2-TZVPD)
O -4.76222 -1.53031 -0.32011
H -4.39939 -0.80359 0.17939
H -4.37628 -1.56967 -1.17952
O -4.19663 1.98471 1.17633
H -4.34971 1.74996 0.25652
H -4.28335 2.94252 1.15034
O 1.80433 -3.89425 -0.54005
H 2.16303 -4.74229 -0.30198
H 1.89294 -3.15901 0.06739
O 0.00151 2.53609 -1.02293
H -0.20482 1.81021 -0.41105
H 0.84194 2.19047 -1.34943
O 4.33472 0.11536 1.07709
H 5.08484 -0.08878 1.65591
H 3.88531 -0.73753 1.19480
O -3.42947 -1.52698 2.61180
H -3.61260 -2.45778 2.74059
H -3.90838 -1.16660 1.88537
O 3.00097 -1.23376 -2.88791
H 2.30169 -1.05853 -3.52483
H 3.18751 -2.17002 -2.82929
O 0.95187 1.98813 3.88808
H 0.20300 2.52072 4.18299
H 0.47208 1.15203 3.78798
O 1.22493 0.95693 1.34580
H 1.60805 1.25323 0.52084
H 1.61602 1.72648 1.79564
O 3.34894 2.30861 -0.23889
H 3.25497 1.95786 -1.13298
H 4.03404 1.71381 0.11017
O -2.90485 2.62440 -2.20754
H -2.88710 2.08016 -2.99308
H -1.99852 2.76463 -1.91367
O -2.18592 -1.94929 -0.08968
H -1.56093 -1.92509 0.64034
H -1.80187 -1.61325 -0.87269
O 3.07524 3.70469 2.22132
H 3.23423 3.63204 1.27472
H 2.14586 3.60872 2.38905
O 0.08228 0.03203 -3.84446
H 0.51541 0.68626 -4.39437
H 0.19526 0.19807 -2.89948
O 0.35765 -2.83187 -2.61748
H -0.48243 -2.56710 -2.22227
H 0.70157 -3.33246 -1.84377
O -2.38058 -1.09701 -2.85320
H -2.13688 -1.32326 -3.75972
H -1.87976 -0.26832 -2.94869
O -1.86310 0.39209 4.35479
H -1.84634 1.22418 3.87618
H -2.54929 -0.12571 3.91200
O 0.85758 -0.41939 -1.25543
H 0.83199 -1.03162 -2.02435
H 1.61293 -0.90464 -0.89545
O 1.77858 -1.64532 2.10983
H 1.63096 -0.69930 1.96766
H 1.76819 -1.98167 3.00138
```

Electronic structure analysis, Mulliken charges in units of e:
1. O -0.594
2. H 0.291
3. H 0.281
4. O -0.589
5. H 0.302
6. H 0.284
7. O -0.634
8. H 0.255
9. H 0.301
10. O -0.659
11. H 0.372
12. H 0.225
13. O -0.566
14. H 0.276
15. H 0.266
16. O -0.609
17. H 0.288
18. H 0.266
19. O -0.633
20. H 0.298
21. H 0.298
22. O -0.580
23. H 0.307
24. H 0.283
25. O -0.181
26. H -0.084
27. H 0.254
28. O -0.594
29. H 0.230
30. H 0.347
31. O -0.618
32. H 0.264
33. H 0.356
34. O -0.580
35. H 0.313
36. H 0.293
37. O -0.651
38. H 0.317
39. H 0.295
40. O -0.658
41. H 0.280
42. H 0.358
43. O -0.661
44. H 0.299
45. H 0.405
46. O -0.590
47. H 0.361
48. H 0.190
49. O -0.637
50. H 0.286
51. H 0.337
52. O 0.012
53. H 0.076
54. H 0.167
55. O -0.577
56. H 0.417
57. H 0.249

(5)
This record from the OMol25 dataset describes one molecule with the formula C4H6S3 at a distorted geometry. The level of theory is ωB97M-V/def2-TZVPD.

Computed properties:
energy above the lowest of the compared OMol25 structures with the same formula, charge and spin	2.399	eV
structure (SMILES)	CSC(=S)[C@@H]1CS1
LUMO level	-0.19	eV
Kohn-Sham gap	8.4	eV
charge	0

The geometry in XYZ format:
```
13
C4H6S3 (ωB97M-V/def2-TZVPD)
C -0.37281 -1.29701 -2.13662
S -0.66774 -0.00566 -0.75191
C 0.97965 0.26080 -0.01599
S 2.29939 -0.46513 -0.04011
C 0.48473 1.25600 1.08677
C -0.53081 0.53891 1.94706
S -1.18850 2.19430 1.24850
H -1.35535 -1.56722 -2.56669
H 0.27183 -0.88006 -2.99398
H 0.39387 -2.03807 -1.93528
H 1.17291 1.89781 1.70318
H -0.32163 0.43403 3.01419
H -1.16553 -0.32871 1.44089
```

Electronic structure analysis, Mulliken charges in units of e:
1. C -0.902
2. S 0.010
3. C 0.334
4. S -0.318
5. C -0.426
6. C -0.544
7. S -0.087
8. H 0.308
9. H 0.295
10. H 0.322
11. H 0.433
12. H 0.305
13. H 0.270